[1]
Entry from OMol25: 2 unconnected molecules or ions with the total composition C2H6OS at a distorted geometry (ωB97M-V/def2-TZVPD).

Calculated values
Lowest unoccupied orbital energy ... 0.72 eV
Energy relative to the best compared isomer or geometry (same formula, charge and spin) ... 1.806 eV
HOMO energy ... -8.546 eV
F_max ... 2.0 eV Å⁻¹

```
10
Properties=species:S:1:pos:R:3:forces:R:3:lowdin_charge:R:1
S 0.9090 0.0199 2.2164 0.18 0.22 0.57 0.4989
H 1.3978 -0.3950 1.0584 0.04 -0.15 -0.30 -0.2312
H 1.7909 1.0317 2.2426 -0.07 -0.05 0.13 -0.2147
C -1.3382 -0.1263 -2.6746 0.14 0.96 -0.42 -0.0235
C -0.6415 -0.4378 -1.5701 -1.49 -0.89 0.91 -0.2734
O -0.2024 0.3623 -0.5656 1.02 0.48 -1.36 -0.0660
H -1.1002 0.6830 -3.3592 -0.23 0.81 0.86 0.0431
H -2.3245 -0.5368 -2.8509 0.67 -1.39 -0.64 0.0478
H -0.5649 -1.4718 -1.2340 -0.48 0.05 0.26 0.1084
H -0.5675 1.2458 -0.7196 0.24 -0.03 -0.01 0.1106
```
Positions in Å, forces in eV/Å.

***

[2]
Entry from OMol25: 2 unconnected molecules or ions with the total composition C2H6OS (ωB97M-V/def2-TZVPD).

Calculated values
Lowest unoccupied orbital energy ... 0.85 eV
Energy relative to the best compared isomer or geometry (same formula, charge and spin) ... 0.561 eV
HOMO energy ... -9.034 eV
F_max ... 1.0 eV Å⁻¹

```
10
Properties=species:S:1:pos:R:3:forces:R:3:lowdin_charge:R:1
C 1.6091 0.1456 -0.1162 -0.33 -0.39 -0.26 -0.4845
S 0.9962 -0.9064 1.2388 0.14 0.09 -0.01 0.6121
H 2.6542 0.4117 -0.0190 0.10 0.00 0.18 0.0196
H 0.9809 1.0279 -0.1443 0.05 0.14 -0.01 0.0056
H 1.4530 -0.3978 -1.0486 0.03 0.20 0.05 0.0298
H 1.2218 -2.0770 0.6333 0.01 -0.03 0.06 -0.1634
O -1.4669 0.5746 -1.0532 -0.03 -0.40 -0.11 -0.0165
C -2.2456 0.4212 -0.1553 0.08 0.75 0.63 -0.1517
H -2.2489 -0.4265 0.5508 0.16 -0.30 -0.36 0.0701
H -2.9538 1.2269 0.1135 -0.21 -0.05 -0.17 0.0789
```
Positions in Å, forces in eV/Å.

***

[3]
Entry from OMol25: 2 unconnected molecules or ions with the total composition C2H6OS2 at a distorted geometry (ωB97M-V/def2-TZVPD).

Calculated values
Lowest unoccupied orbital energy ... 0.11 eV
Energy relative to the best compared isomer or geometry (same formula, charge and spin) ... 1.503 eV
HOMO energy ... -8.668 eV
F_max ... 1.3 eV Å⁻¹

```
11
Properties=species:S:1:pos:R:3:forces:R:3:lowdin_charge:R:1
S 1.9914 -0.4154 -1.4207 0.13 0.18 0.37 0.2074
S 2.4032 -2.4933 -1.4205 -0.23 0.33 -0.35 0.2189
H 1.1073 -0.3022 -2.4205 0.12 -0.33 -0.11 -0.2126
H 1.3859 -2.7956 -2.2361 -0.02 -0.17 0.10 -0.2141
C -2.5485 3.1818 2.0886 0.76 -0.75 0.67 -0.0224
C -2.6616 1.8431 1.9986 0.40 1.04 -0.69 -0.2886
O -3.8411 1.2325 2.1917 -0.10 -0.24 0.85 0.0052
H -1.7244 3.7121 1.6335 0.29 -0.15 0.47 0.0395
H -3.0429 3.6086 2.9535 -0.84 0.68 -0.66 0.0537
H -1.8341 1.1843 1.7664 -0.31 -0.20 -0.67 0.1104
H -4.4637 1.9689 2.2978 -0.19 -0.37 0.03 0.1026
```
Positions in Å, forces in eV/Å.

***

[4]
Entry from OMol25: C2H6OS5 in the gas phase at a distorted geometry (ωB97M-V/def2-TZVPD).

Calculated values
Lowest unoccupied orbital energy ... 0.13 eV
Energy relative to the best compared isomer or geometry (same formula, charge and spin) ... 0.332 eV
HOMO energy ... -9.462 eV
F_max ... 3.6 eV Å⁻¹

```
14
Properties=species:S:1:pos:R:3:forces:R:3:lowdin_charge:R:1
C -0.8234 0.5803 0.9620 -1.88 -0.27 -0.72 -1.2835
C 0.7488 -0.4006 -1.0835 -2.22 -0.34 0.27 -1.1900
O 1.5703 -0.1553 1.4853 2.22 -1.86 2.20 -0.5457
S -0.9452 1.0219 2.6965 0.25 -0.69 0.51 0.6781
S -1.7535 1.8133 0.0014 0.38 1.27 0.87 0.6418
S 0.1551 -2.1511 -0.6119 0.10 0.20 -1.81 0.6069
S 2.2301 -0.2496 -2.1183 -1.46 -1.35 -1.24 0.6352
S 0.9702 0.6574 0.4861 -2.31 0.17 -2.42 0.7236
H -1.4739 -0.3527 0.7253 1.92 1.06 0.38 0.0476
H -0.2459 -0.0216 -1.4930 1.77 0.11 -0.08 0.0156
H -0.3071 -0.0769 3.2331 -0.31 0.69 -0.49 -0.0906
H -1.4023 2.9321 0.7815 -0.26 -1.10 -0.89 -0.0919
H -0.4193 -2.5007 -1.9023 0.92 0.81 1.93 -0.0770
H 1.6960 -1.0965 -3.1621 0.90 1.29 1.50 -0.0701
```
Positions in Å, forces in eV/Å.

***

[5]
Entry from OMol25: C2H6OSi in the gas phase at a distorted geometry (ωB97M-V/def2-TZVPD).

Calculated values
Lowest unoccupied orbital energy ... 0.26 eV
Energy relative to the best compared isomer or geometry (same formula, charge and spin) ... 0.047 eV
HOMO energy ... -9.762 eV
F_max ... 2.7 eV Å⁻¹

```
10
Properties=species:S:1:pos:R:3:forces:R:3:lowdin_charge:R:1
O 0.9257 -1.6692 -1.2801 -1.04 1.01 1.13 -0.3676
Si 0.1977 -0.5963 -0.4181 1.87 -1.63 -1.12 0.5361
C 0.1955 -0.6041 1.4316 -0.28 -0.08 0.12 -0.1860
C -0.4082 0.9344 -1.1783 0.12 0.56 -0.31 -0.1874
H -0.3078 -1.5288 1.7548 0.25 0.33 0.17 0.0378
H -0.2937 0.2748 1.8560 -0.19 -0.16 -0.04 0.0263
H 1.2215 -0.5896 1.8078 -0.02 -0.28 -0.12 0.0368
H -0.8015 1.5619 -0.4003 -0.27 0.54 0.27 0.0162
H -1.1788 0.7691 -1.9221 -0.04 -0.03 -0.22 0.0347
H 0.4495 1.4478 -1.6513 -0.39 -0.25 0.11 0.0532
```
Positions in Å, forces in eV/Å.

***

[6]
Entry from OMol25: a molecular structure, C2H6OSn at a distorted geometry (ωB97M-V/def2-TZVPD).

Calculated values
Lowest unoccupied orbital energy ... -13.21 eV
Energy relative to the best compared isomer or geometry (same formula, charge and spin) ... 1.378 eV
Charge ... +2
HOMO energy ... -19.185 eV
F_max ... 4.3 eV Å⁻¹

```
10
Properties=species:S:1:pos:R:3:forces:R:3:lowdin_charge:R:1
Sn 2.8143 -1.5090 0.7161 -1.65 0.11 -0.46 1.9026
C -0.1074 0.9358 -0.6400 0.02 0.09 0.69 -0.0450
C -0.4693 -0.0413 0.4558 -1.04 3.37 0.06 -0.3643
O -0.0046 -1.2649 0.1014 2.64 -3.33 -0.13 -0.1708
H -0.5159 1.9005 -0.3392 -0.02 0.16 -0.56 0.1094
H -0.4022 0.5822 -1.6280 -0.29 0.29 0.13 0.1039
H 0.9766 1.0504 -0.6429 0.54 0.15 -0.14 0.0582
H -1.5516 -0.0408 0.5852 -0.03 -0.24 0.18 0.1509
H -0.0152 0.2783 1.3937 -0.17 0.05 0.30 0.1171
H -0.7247 -1.8913 -0.0022 0.00 -0.64 -0.06 0.1381
```
Positions in Å, forces in eV/Å.

***

Orbital gap (eV)
9.26, 9.89, 8.78, 9.60, 10.02, 5.98